Record 1
{"formula": "C43H110N6O18", "method": "ωB97M-V/def2-TZVPD", "elements": ["C", "C", "O", "C", "O", "O", "C", "H", "H", "H", "H", "H", "H", "H", "H", "C", "O", "C", "C", "N", "C", "C", "O", "C", "H", "H", "H", "H", "H", "H", "H", "H", "H", "H", "H", "H", "H", "H", "H", "C", "O", "C", "C", "N", "C", "C", "O", "C", "H", "H", "H", "H", "H", "H", "H", "H", "H", "H", "H", "H", "H", "H", "H", "C", "O", "C", "C", "N", "C", "C", "O", "C", "H", "H", "H", "H", "H", "H", "H", "H", "H", "H", "H", "H", "H", "H", "H", "C", "O", "C", "C", "N", "C", "C", "O", "C", "H", "H", "H", "H", "H", "H", "H", "H", "H", "H", "H", "H", "H", "H", "H", "C", "O", "C", "C", "N", "C", "C", "O", "C", "H", "H", "H", "H", "H", "H", "H", "H", "H", "H", "H", "H", "H", "H", "H", "C", "O", "C", "C", "N", "C", "C", "O", "C", "H", "H", "H", "H", "H", "H", "H", "H", "H", "H", "H", "H", "H", "H", "H", "C", "O", "H", "H", "H", "H", "C", "O", "H", "H", "H", "H", "C", "O", "H", "H", "H", "H"], "positions_angstrom": [[5.36072, -3.26567, -6.45172], [4.61809, -2.88728, -5.13724], [3.69374, -1.80591, -5.13775], [2.41936, -2.00504, -5.52595], [1.96746, -2.96358, -6.13779], [1.73878, -0.98211, -5.09721], [0.36522, -0.84587, -5.12556], [5.89298, -4.20540, -6.30442], [5.98366, -2.43956, -6.79463], [4.61546, -3.53217, -7.20116], [5.40809, -2.74460, -4.39991], [4.01810, -3.76631, -4.90186], [-0.04778, -1.44720, -4.31566], [-0.00850, -1.00706, -6.13673], [0.09622, 0.16925, -4.83356], [0.99742, 0.21620, 3.99404], [1.61720, 1.51194, 3.75430], [3.00512, 1.48274, 3.45989], [3.49283, 2.98566, 3.58880], [3.18391, 3.75556, 2.41197], [3.50030, 5.21014, 2.71722], [2.84895, 5.95824, 1.57816], [1.41247, 5.92006, 1.65064], [0.80341, 6.86121, 0.87206], [0.02118, 0.55503, 4.34081], [1.50847, -0.24268, 4.84042], [1.08206, -0.45268, 3.13757], [3.23349, 1.10566, 2.46302], [3.58482, 0.83636, 4.11886], [4.57259, 3.02909, 3.73135], [3.05749, 3.51345, 4.43734], [2.22255, 3.66973, 2.11443], [4.57802, 5.36732, 2.76103], [2.96143, 5.49520, 3.62080], [3.22397, 5.73492, 0.57936], [3.22285, 6.97280, 1.71588], [1.21149, 7.86887, 0.95080], [-0.26404, 6.79092, 1.08113], [0.90394, 6.62720, -0.18777], [7.24674, 0.82950, 3.51194], [6.40649, 0.56519, 2.45578], [6.60528, 1.59984, 1.41722], [5.66013, 1.37837, 0.24573], [5.60454, 0.01749, -0.20020], [4.43554, -0.32460, -0.99854], [4.14429, -1.83553, -1.04706], [3.00150, -2.08729, -0.22442], [3.35819, -2.12463, 1.12364], [8.27435, 0.63283, 3.20628], [7.01622, 0.11627, 4.30330], [7.19846, 1.88505, 3.77949], [7.65119, 1.69304, 1.12483], [6.34028, 2.57821, 1.81805], [5.86012, 2.00089, -0.62638], [4.71527, 1.69802, 0.68522], [5.56984, -0.57902, 0.61410], [4.47168, 0.21214, -1.94654], [3.54297, -0.02294, -0.45043], [4.93156, -2.51698, -0.72468], [4.01149, -2.16226, -2.07842], [2.51664, -2.05041, 1.81240], [3.92345, -1.25797, 1.46640], [3.94479, -3.02594, 1.30152], [2.19787, -1.29007, 9.86175], [1.94650, -1.99622, 8.66403], [2.32979, -3.36938, 8.67492], [1.42660, -4.13799, 7.71654], [1.57673, -3.57113, 6.36194], [0.71716, -4.29574, 5.41820], [-0.82180, -4.15147, 5.50259], [-1.33056, -2.84954, 5.23168], [-1.05631, -2.36311, 3.98196], [2.07291, -0.21587, 9.72546], [3.17739, -1.56201, 10.25506], [1.55653, -1.52233, 10.71195], [2.02806, -3.75042, 9.65056], [3.40227, -3.38060, 8.48062], [0.47168, -4.09557, 8.24040], [1.69259, -5.19493, 7.73191], [1.22644, -2.63074, 6.47619], [0.92868, -5.36468, 5.44558], [1.00288, -3.98789, 4.41237], [-1.16101, -4.40676, 6.50651], [-1.39075, -4.87521, 4.91897], [-1.39493, -1.33762, 3.83434], [-1.38901, -2.95689, 3.13059], [0.02602, -2.30552, 3.86643], [-2.74038, 1.89060, -3.17742], [-1.62663, 2.29850, -4.00743], [-2.01821, 2.48563, -5.35423], [-1.01760, 2.98602, -6.39830], [-0.44361, 4.30491, -6.06784], [0.53548, 4.71576, -7.18022], [1.29421, 5.99979, -6.88853], [0.60986, 7.17670, -7.33642], [-0.04084, 7.92472, -6.32504], [-3.55353, 2.61565, -3.21195], [-2.51430, 1.61757, -2.14668], [-3.27115, 1.00588, -3.52907], [-2.83586, 3.18577, -5.52560], [-2.38048, 1.55562, -5.79233], [-1.53653, 2.99574, -7.35680], [-0.24492, 2.23900, -6.58003], [-1.13746, 5.01952, -6.23519], [0.11428, 4.82454, -8.17965], [1.34783, 3.99279, -7.25440], [2.14038, 5.88700, -7.56630], [1.74286, 5.85117, -5.90633], [-0.79757, 7.29817, -5.85291], [-0.50513, 8.87288, -6.59620], [0.76784, 8.15529, -5.63152], [-12.27166, -5.54423, 2.70294], [-10.96361, -5.38326, 2.18923], [-10.83706, -4.06653, 1.76762], [-9.54071, -3.65616, 1.11584], [-9.05848, -4.64454, 0.16748], [-7.62402, -4.78816, -0.11556], [-6.68920, -5.30204, 1.04355], [-5.37993, -5.25406, 0.50043], [-4.29598, -5.60883, 1.40665], [-13.04810, -5.36819, 1.95846], [-12.45929, -4.89304, 3.55666], [-12.31880, -6.58907, 3.00985], [-10.94033, -3.30681, 2.54239], [-11.66215, -3.74589, 1.13160], [-8.70101, -3.76072, 1.80291], [-9.75496, -2.61298, 0.88353], [-9.56397, -5.47837, 0.43076], [-7.34439, -3.78000, -0.42136], [-7.47292, -5.31012, -1.06045], [-6.79281, -6.38244, 1.14407], [-6.72376, -4.71880, 1.96374], [-4.25720, -6.60917, 1.83781], [-4.46241, -4.91588, 2.23142], [-3.48655, -5.24866, 0.77167], [1.80612, 1.54147, -2.92676], [1.89576, 2.40549, -1.77820], [0.81784, 2.08117, -0.85114], [0.80543, 0.74197, -0.09873], [-0.50675, 0.10214, -0.05439], [-0.42091, -1.30680, 0.18236], [-1.86002, -1.94143, 0.29947], [-2.35264, -1.54209, 1.61137], [-3.77013, -1.83234, 1.83434], [0.75766, 1.44940, -3.21021], [2.27071, 0.65326, -2.49857], [2.40313, 1.80020, -3.80125], [-0.15448, 2.20791, -1.32719], [0.89630, 2.96066, -0.21206], [1.32956, 0.81314, 0.85433], [1.49047, 0.12731, -0.68271], [-1.03342, 0.51983, 0.69944], [0.02509, -1.45166, 1.16633], [0.08389, -1.94578, -0.54219], [-1.89059, -3.02168, 0.15726], [-2.47984, -1.45396, -0.45305], [-3.73363, -2.84205, 2.24331], [-4.37378, -1.84170, 0.92680], [-4.13659, -1.26270, 2.68834], [-0.14155, 5.52550, -2.52823], [-1.15788, 4.64880, -2.14094], [0.67410, 5.28243, -1.84726], [0.16205, 5.20584, -3.52510], [-0.46765, 6.56383, -2.46796], [-0.89157, 3.73796, -2.28603], [-7.06187, -0.32463, 0.32700], [-7.91386, -1.12571, -0.51035], [-6.03584, -0.10949, 0.02854], [-7.40656, 0.69442, 0.50259], [-6.95635, -0.84839, 1.27708], [-7.48250, -1.93973, -0.78036], [5.19057, 1.39010, -6.28873], [5.98983, 2.42912, -6.54078], [4.72796, 1.07541, -7.22418], [5.72396, 0.54220, -5.85901], [4.36054, 1.73280, -5.67090], [6.80818, 1.97444, -6.75333]], "homo_energy_ev": -8.3667, "total_charge": 0, "e_above_lowest_kj_mol": 269.0, "multiplicity": 1, "smiles": "CCOC(=O)OC.COCCNCCOC.COCCNCCOC.COCCNCCOC.COCCNCCOC.COCCNCCOC.COCCNCCOC.CO.CO.CO", "gap_ev": 8.913}


Record 2
{"formula": "C4H7N3", "method": "ωB97M-V/def2-TZVPD", "elements": ["C", "N", "C", "C", "C", "N", "N", "H", "H", "H", "H", "H", "H", "H"], "positions_angstrom": [[0.29763, -0.13177, -2.26013], [0.20047, 0.83237, -1.16490], [0.09920, 0.34752, 0.15002], [-1.09726, -0.12566, 0.74785], [-0.74617, -0.40746, 2.04538], [0.56693, -0.10559, 2.16211], [1.11089, 0.34789, 1.01430], [-0.01285, -1.11970, -1.90578], [-0.36514, 0.15868, -3.08442], [1.31838, -0.22956, -2.65853], [0.87633, 1.58055, -1.22908], [-2.07652, -0.19329, 0.29536], [-1.31487, -0.76320, 2.89350], [1.13846, -0.18537, 2.98883]], "homo_energy_ev": -8.4337, "total_charge": 0, "e_above_lowest_kj_mol": 58.8, "multiplicity": 1, "smiles": "CNc1cc[nH]n1", "gap_ev": 9.551}


Record 3
{"formula": "C28H27FeN6OS2", "method": "ωB97M-V/def2-TZVPD", "elements": ["Fe", "S", "C", "S", "C", "C", "N", "C", "N", "N", "C", "C", "C", "C", "C", "C", "C", "C", "C", "C", "C", "C", "H", "H", "H", "H", "H", "H", "H", "H", "H", "H", "O", "C", "C", "C", "C", "C", "C", "C", "C", "N", "H", "H", "H", "H", "H", "H", "H", "H", "H", "H", "H", "C", "N", "C", "C", "N", "C", "H", "H", "H", "H", "H", "H"], "positions_angstrom": [[-1.28031, -0.43327, -0.32099], [-1.70001, -0.44032, 2.07510], [-3.32268, -0.06193, 1.61763], [-3.59956, -0.10002, -0.08319], [-4.29027, 0.31366, 2.54879], [-5.62188, 0.63050, 2.16246], [-6.70192, 0.89390, 1.85155], [-3.98089, 0.41101, 3.93373], [-3.74820, 0.49300, 5.06205], [-1.67007, -2.48056, -0.43362], [-0.62496, -3.21152, -1.04236], [-0.01574, -4.26259, -0.36732], [1.07010, -4.92619, -0.91900], [1.55060, -4.53583, -2.15906], [0.93852, -3.48749, -2.83227], [-0.15892, -2.80273, -2.30570], [-0.78169, -1.65534, -3.03272], [-0.85881, -1.74428, -4.42921], [-1.38341, -0.70576, -5.17538], [-1.83922, 0.42927, -4.51131], [-1.76905, 0.50187, -3.12933], [-1.24767, -0.52378, -2.31907], [-1.92811, -2.80838, 0.49020], [-2.49849, -2.37507, -1.01052], [-0.40134, -4.55288, 0.60365], [1.53798, -5.73867, -0.37755], [2.40561, -5.03476, -2.59752], [1.33495, -3.16296, -3.78650], [-0.52681, -2.64672, -4.93254], [-1.45250, -0.78457, -6.25379], [-2.26978, 1.24927, -5.07681], [-2.16182, 1.39019, -2.64225], [0.88419, -0.70599, -0.29716], [1.51912, -1.24686, 0.86935], [2.97956, -0.82690, 0.94236], [3.20216, 0.69225, 0.99976], [2.62857, 1.31650, 2.24315], [3.41450, 1.57858, 3.36230], [2.81051, 2.09292, 4.49889], [1.44448, 2.32038, 4.48641], [0.73996, 2.03482, 3.32426], [1.31754, 1.55820, 2.22588], [0.92855, -1.34781, -1.01985], [1.44517, -2.33705, 0.85571], [0.95697, -0.87434, 1.72150], [3.50919, -1.22899, 0.07285], [3.42166, -1.29249, 1.82990], [2.72574, 1.14876, 0.13115], [4.27470, 0.89448, 0.94645], [4.47848, 1.37668, 3.33786], [3.39856, 2.30589, 5.38340], [0.92479, 2.70344, 5.35401], [-0.33416, 2.17184, 3.27029], [1.22020, 4.32557, -1.04350], [0.23496, 3.39927, -0.53897], [-0.80113, 3.68293, 0.32244], [-1.49259, 2.52108, 0.47682], [-0.89681, 1.53621, -0.26818], [0.12290, 2.09517, -0.87025], [1.44601, 5.06584, -0.27788], [0.86637, 4.83639, -1.94050], [2.13575, 3.78586, -1.28039], [-0.94236, 4.66430, 0.74020], [-2.36624, 2.32429, 1.07387], [0.79902, 1.59180, -1.53928]], "homo_energy_ev": -4.1528, "total_charge": -1, "e_above_lowest_kj_mol": 0.0, "multiplicity": 1, "gap_ev": 6.442}


Record 4
{"formula": "C16H20B2Cl3F4GeN7O4S2Sc", "method": "ωB97M-V/def2-TZVPD", "elements": ["Sc", "C", "C", "N", "O", "B", "F", "F", "O", "N", "C", "C", "C", "N", "O", "B", "F", "F", "O", "N", "C", "C", "C", "H", "H", "H", "H", "H", "H", "H", "H", "H", "H", "H", "H", "C", "S", "C", "S", "N", "N", "C", "C", "C", "C", "C", "C", "N", "H", "H", "H", "H", "H", "H", "H", "H", "Cl", "Ge", "Cl", "Cl"], "positions_angstrom": [[-0.02391, -0.33389, 0.36444], [-1.59984, -1.84114, -3.98924], [-0.71190, -1.39629, -2.88042], [-1.12215, -0.89358, -1.77919], [-2.49962, -0.82799, -1.69624], [-3.19805, 0.32302, -1.43812], [-1.70855, 0.09299, 0.79718], [-4.50432, 0.19108, -1.41471], [-2.71205, 1.59335, -1.25805], [-1.35571, 1.71029, -1.20989], [-0.93093, 2.75382, -0.61957], [-1.75585, 3.81968, 0.01245], [0.55240, 2.79643, -0.65381], [1.09825, 1.64008, -0.56734], [2.48574, 1.65935, -0.72783], [2.99197, 1.66392, -1.99362], [2.25332, 1.82840, -3.07122], [4.31028, 1.59754, -2.08803], [2.73153, -1.04542, -1.85401], [1.43517, -1.08953, -2.05952], [0.76049, -1.59078, -3.01643], [1.26637, -2.34904, -4.19997], [1.24256, 4.10092, -0.79100], [-2.63271, -1.58640, -3.78345], [-1.52923, -2.92455, -4.10712], [-1.30075, -1.38615, -4.93318], [-2.72028, 3.39800, 0.28674], [-1.94200, 4.63550, -0.68974], [-1.26967, 4.23041, 0.89608], [2.34434, -2.36414, -4.25453], [0.88599, -1.89492, -5.11465], [0.89919, -3.37646, -4.16639], [0.91953, 4.76477, 0.01357], [0.94931, 4.58612, -1.72471], [2.32405, 4.00969, -0.75677], [-2.99512, -5.24327, 1.99463], [-1.49789, -5.32697, 1.00178], [-0.83356, -3.72339, 1.20836], [-0.01116, -3.31026, -0.24401], [-1.01689, -3.02414, 2.25926], [-0.51856, -1.75813, 2.26422], [-0.45857, -1.20090, 3.40937], [0.06818, 0.14447, 3.58241], [0.24345, 0.62389, 4.87492], [0.77348, 1.88885, 5.06926], [1.08977, 2.63838, 3.95121], [0.87778, 2.08630, 2.69607], [0.38891, 0.86801, 2.48929], [-3.39193, -6.25493, 2.04145], [-3.72062, -4.58812, 1.51625], [-2.74779, -4.88093, 2.98859], [-0.78295, -1.73841, 4.29715], [-0.02467, -0.00332, 5.71424], [0.93566, 2.26873, 6.06839], [1.50774, 3.63115, 4.03688], [1.14008, 2.66490, 1.82069], [4.48040, 1.16135, 2.27073], [4.37939, -0.30753, 0.71957], [3.93269, -2.01363, -2.77329], [2.24920, -1.09722, 1.21087]], "homo_energy_ev": [-14.3115, -13.8595], "total_charge": 2, "e_above_lowest_kj_mol": 360.2, "multiplicity": 2, "gap_ev": [7.745, 5.246]}


- What is the formula in the second record?
  C4H7N3